[1]
DFT (ωB97M-V/def2-TZVPD) results for a 2-piece molecular cluster, C4H14NO2 overall.

Each line ends with the natural charge from an NBO analysis.
Element x y z (Å)
O -0.2222 -2.2611 1.5141  -0.75
O -2.5283 3.3718 -1.2881  -0.96
N -0.3015 -0.9956 -1.0233  -0.70
C 1.0125 -1.4754 1.3324  -0.12
C 0.5493 -0.0428 1.1630  -0.46
C 0.2938 0.2136 -0.3210  -0.04
C 1.6038 0.5988 -1.0162  -0.68
H 1.6286 -1.6103 2.2262  0.21
H -0.4068 -0.8374 -2.0294  0.46
H 1.2244 0.6780 1.6777  0.26
H 1.6947 -1.8992 0.5805  0.18
H -0.3669 0.1347 1.7466  0.25
H 1.8114 0.2141 -2.0268  0.23
H 0.3726 -1.7679 -1.1381  0.43
H 1.7168 1.6539 -1.2099  0.26
H -0.4977 0.9660 -0.4407  0.24
H -1.0019 -1.4632 -0.4142  0.48
H -1.8053 3.9373 -0.9964  0.47
H -0.0458 -2.5019 2.4272  0.50
H -3.2566 3.9466 -1.5231  0.48
H 2.4747 0.4862 -0.3853  0.24

Forces on the atoms, in the same order (eV/Å):
O 1.79 0.21 -0.26
O 0.44 -0.45 0.13
N 1.48 -1.50 0.49
C -0.29 -0.36 1.27
C -0.09 0.21 0.44
C 0.45 1.27 -0.36
C 0.47 0.67 -0.70
H -0.19 0.30 0.11
H -1.49 0.53 0.33
H 0.01 -0.28 -1.18
H -0.59 0.25 -0.42
H 0.08 -0.59 -0.25
H -0.28 -0.51 0.42
H 0.44 0.26 0.78
H -0.77 0.69 0.08
H 0.38 -0.06 -0.10
H -0.53 0.55 -0.95
H -0.26 0.16 -0.09
H -1.09 -0.70 0.11
H -0.10 0.24 -0.02
H 0.15 -0.91 0.17

Multiplicity: 1
Total charge: +1
DFT total energy, eV: -9952.8027
Highest occupied orbital energy, eV: -14.3461
Relative energy (zero: lowest compared OMol25 entry of this formula, charge and spin), kJ/mol: 188.9
Orbital gap, eV: 11.1546

=====

[2]
DFT (ωB97M-V/def2-TZVPD) results for a 10-piece molecular cluster, C37H60O30 overall.

Each line ends with the Mulliken charge.
Element x y z (Å)
O -3.8309 3.3590 -0.4682  -0.36
O 5.6381 -0.1460 -0.4572  -0.03
O 2.8171 -0.3490 -0.5592  -0.39
O 0.0301 -1.5340 -5.1552  -0.16
O -1.3999 3.6340 -0.1862  -0.55
O 3.9111 -1.7600 4.1598  -0.43
O 0.2911 2.4330 -3.8512  -0.23
O -3.6199 -2.0230 0.5628  -0.45
O -4.8689 -0.0460 6.3648  -0.61
O 2.0391 -1.9850 -4.0692  -0.24
O -0.9479 -2.8940 1.9728  0.03
O -6.0009 1.0260 4.8878  -0.35
O 0.8841 0.3770 -1.4282  0.02
O 6.7391 -1.7000 0.6178  -0.10
O 0.9051 -0.2880 0.6068  0.61
O -4.1109 -0.9170 -1.2642  0.14
O 0.9601 2.5950 4.8378  -0.50
O 0.1791 -3.5470 -3.9412  -0.66
O -3.8839 1.2190 4.7678  -0.29
O 8.0501 -0.0230 -0.3672  -0.69
O 4.5501 0.3180 4.0288  -0.47
O 0.8731 -3.8100 2.8498  -0.36
O -5.3769 -2.4770 -0.5192  -0.38
O 0.8241 4.6670 5.4488  -0.65
O 3.3721 -0.3550 5.8598  -0.55
O -0.0239 1.3610 -5.7732  -0.33
O -1.7069 1.4260 -4.2842  -0.51
O 0.3291 -1.6060 3.2408  -0.36
O -3.0509 4.3390 1.4338  -0.23
O 0.7971 3.9550 3.1668  -0.49
C 1.4721 2.5270 -4.6332  0.36
C -0.4299 0.4970 -1.1122  1.10
C -0.7869 -4.0530 -0.1552  -0.91
C -0.8519 -4.1200 1.3228  0.61
C 3.5411 -2.0940 1.8148  -0.35
C -4.3669 1.9890 3.7218  0.57
C -1.1889 -0.4210 -2.0182  2.17
C -1.2749 -1.7520 -5.5242  -0.64
C -2.1579 5.3180 1.9478  -0.61
C -2.7689 3.7390 0.1898  0.74
C -4.4379 -1.0400 -3.4892  -1.55
C 2.4961 1.6830 -3.9542  -0.61
C -3.5919 2.5740 -1.6342  -0.16
C 0.8001 1.7020 3.7588  0.86
C -0.5579 1.6810 -4.5942  0.65
C -0.5039 0.0310 0.3518  0.83
C -5.9209 2.0250 3.9438  -0.49
C -5.1569 -0.8660 -2.1942  0.45
C -0.7299 1.4420 3.8828  -0.63
C 7.9281 -2.3620 1.0948  -0.84
C 6.8081 -0.6220 -0.1072  0.62
C 2.8481 -2.7010 -3.1652  -0.36
C -4.8959 0.6890 5.4168  0.64
C 0.8851 3.8410 4.5138  0.58
C 0.0541 -2.6790 2.7228  0.12
C 5.4141 0.7960 -1.4132  -0.86
C 0.7301 -2.3730 -4.3742  0.75
C 4.9311 -0.2280 2.8378  -0.44
C 3.8741 -0.6130 4.8038  0.54
C -3.9889 1.3600 2.4178  -0.45
C 1.0031 2.6550 2.5038  -0.27
C 0.4081 -4.7990 1.9378  -0.77
C -4.2999 -1.8400 -0.3822  0.27
C 1.5991 -0.0990 -0.4512  -0.32
C 1.1691 2.0680 -6.0142  -0.55
C -6.0749 -2.0770 -1.7472  -0.58
C 4.5201 -1.6700 2.8448  0.61
H -6.4019 3.0000 4.0678  0.30
H 2.2521 -2.8940 -2.2472  0.14
H 1.9111 1.3790 -6.4302  0.32
H 3.2051 -3.0150 2.0688  0.63
H -1.8219 -1.7680 -4.5992  -0.04
H -0.8339 0.5110 3.4568  0.22
H -2.9729 1.5400 2.1088  -0.71
H 1.1691 2.9900 -6.6522  0.26
H -2.6899 2.9400 -2.2052  0.28
H 7.6031 -3.2210 1.7008  0.24
H -1.6079 -1.0270 -6.3182  0.20
H -4.6159 1.6670 1.5218  0.24
H 3.9891 -2.2210 0.8158  0.40
H 2.7041 2.1370 -2.9262  0.15
H -1.7879 6.0080 1.1868  0.39
H 6.0621 -0.1420 2.9858  0.16
H 2.0621 0.7090 -3.7802  -0.19
H -0.0369 -3.3750 -0.3732  0.07
H -3.9499 -0.0670 -3.6822  0.13
H 4.8141 0.3920 1.9908  0.38
H -3.4239 1.5300 -1.3442  -0.17
H 5.2511 0.2310 -2.3232  0.30
H 4.5261 1.4440 -1.2072  0.05
H -0.9359 1.2820 4.9578  0.60
H -5.8459 -0.0400 -2.3382  0.26
H -0.7939 1.5660 -1.3382  -0.19
H -4.4369 2.6370 -2.3262  0.40
H -3.8039 -1.8960 -3.5022  0.48
H 5.4161 -2.2440 2.8698  0.12
H -1.2639 4.7570 2.1958  0.15
H -7.1269 -1.8250 -1.6172  0.37
H -4.0829 0.2870 2.4798  0.59
H 2.7311 -1.3690 1.6528  -0.56
H -0.7879 0.7710 1.0368  -0.86
H -1.3169 2.2660 3.4268  -0.45
H -2.5749 5.8140 2.8178  0.25
H 8.5141 -2.6260 0.2318  0.35
H 8.5371 -1.7000 1.6448  0.36
H 3.3661 -3.4710 -3.5342  0.57
H -5.8369 -2.7440 -2.5402  0.32
H 1.7871 3.6000 -4.6712  0.35
H 3.5971 -2.0830 -2.8462  -0.13
H 3.4181 1.6110 -4.5952  0.39
H -1.1439 -0.8600 0.5708  -0.54
H 0.4551 2.6700 1.6278  0.39
H -5.0189 -1.0850 -4.3682  0.58
H 2.0431 2.4540 2.2428  0.23
H -3.8999 2.9920 3.7008  0.26
H -1.5049 -2.7030 -5.8342  0.58
H 1.1321 -5.2800 1.3238  0.35
H -1.4979 -1.4300 -1.6602  -0.86
H 6.1701 1.4940 -1.4822  0.62
H -2.0789 0.0200 -2.3752  -0.55
H -0.4829 -0.6910 -2.8422  -1.14
H 1.4571 0.8840 3.8968  0.07
H -1.6839 -3.6940 -0.6702  -0.01
H -1.7819 -4.6210 1.5348  0.36
H -0.6049 -5.0590 -0.7252  0.37
H 0.0341 -5.4880 2.5908  0.40
H -6.4259 1.5930 3.1038  0.27

Forces on the atoms, in the same order (eV/Å):
O 0.58 0.44 0.89
O 0.17 -2.45 2.80
O -3.03 0.72 0.15
O 4.65 0.35 0.81
O -8.44 0.26 1.75
O -0.41 -1.51 0.09
O -1.17 -0.58 -1.15
O 2.36 -0.17 1.46
O 0.91 0.15 -0.28
O -3.49 0.78 -2.39
O -1.82 0.62 -1.61
O -4.78 0.81 0.43
O 2.27 0.81 -1.83
O -1.25 -0.44 0.27
O -1.76 -0.49 2.20
O 0.43 3.06 -0.70
O 1.91 -1.43 1.03
O 3.23 6.74 -2.20
O 1.68 0.22 0.61
O -7.21 -3.28 1.07
O -2.50 1.06 2.31
O -0.13 1.91 -0.60
O -5.18 -2.40 -2.08
O 0.17 -1.02 -3.97
O 0.44 -0.49 -0.85
O -1.06 -0.34 -1.19
O 1.76 0.12 -0.30
O -0.63 -2.16 -0.68
O -1.69 -1.49 -3.52
O 0.47 0.60 -0.54
C 2.54 1.85 1.16
C -3.57 0.81 0.29
C -1.05 -1.66 -2.12
C -0.42 -2.59 -0.87
C 0.68 2.14 -1.88
C -0.41 2.35 -2.08
C 0.55 -2.20 -1.08
C -1.82 1.15 0.40
C 2.03 -0.67 -0.49
C 7.88 1.43 1.20
C 0.01 1.58 -0.65
C 1.42 0.72 1.10
C 1.42 -0.34 -1.60
C -3.99 2.21 -1.15
C -2.15 0.80 0.69
C 0.36 -0.99 -0.16
C 1.57 -0.21 -2.00
C -1.65 -1.83 -1.36
C 1.44 0.32 1.11
C -0.48 -0.17 -0.73
C 7.75 4.20 -1.42
C -3.71 1.18 2.65
C 1.16 -2.11 2.88
C -0.49 2.13 3.04
C 4.23 2.03 2.79
C -1.90 1.07 -1.48
C -1.92 -6.43 2.41
C 4.82 0.06 0.26
C 0.31 1.62 -0.11
C -0.76 -0.46 -2.07
C 2.65 -0.26 3.92
C -1.78 1.69 0.78
C 1.17 0.64 2.37
C 4.97 -0.84 -1.04
C 0.62 0.57 -0.35
C 2.32 1.32 0.10
C -0.59 0.86 0.42
H 0.28 -0.18 1.18
H 0.43 -0.53 -0.68
H -0.16 0.07 0.21
H -1.50 -2.79 0.92
H -0.91 0.98 0.32
H -1.22 -2.05 -1.43
H 0.50 0.21 0.20
H -1.10 -1.10 -0.08
H -0.87 -0.34 0.83
H 0.02 0.42 -0.45
H 0.59 -0.42 1.30
H 0.44 -0.02 1.27
H 0.26 0.32 0.44
H 0.06 -0.73 -1.40
H -0.62 0.16 -0.06
H -0.79 -0.66 -0.89
H 0.15 -0.49 -0.04
H 1.89 1.25 -1.05
H 0.72 -0.69 0.25
H -1.33 0.51 -0.97
H -0.07 0.25 0.01
H -0.06 0.44 -0.54
H 0.35 -1.25 0.26
H -0.21 0.39 -0.59
H 0.68 1.15 1.16
H 0.78 -1.41 0.86
H -0.12 0.19 0.59
H 0.84 -0.41 0.19
H 0.40 -0.93 -0.03
H 0.28 0.24 0.64
H 0.29 -0.33 0.32
H -0.15 -0.55 0.08
H 0.24 -0.39 0.50
H -0.28 1.23 0.94
H 0.35 -0.58 0.39
H -0.34 -0.19 -0.18
H 0.16 -0.51 -0.29
H 0.45 0.91 0.87
H 1.01 -3.58 -1.86
H -0.71 -1.51 -0.19
H -0.31 -0.79 0.34
H 1.66 2.39 0.66
H -0.72 0.05 0.87
H 0.70 0.58 -0.51
H -1.80 -0.43 -1.35
H -1.46 -0.40 -0.85
H 0.34 0.97 -0.25
H -0.33 -0.35 0.65
H 0.32 -2.59 -1.35
H 0.76 0.44 -0.83
H 0.43 0.74 0.57
H 2.21 1.08 -0.40
H -0.65 0.47 -0.68
H -0.87 0.60 0.21
H 0.45 -0.84 -0.20
H -0.13 0.18 0.57
H -0.13 -0.61 0.67
H 0.07 1.63 1.58
H -0.85 -2.64 1.38
H -0.15 0.03 -0.96

Multiplicity: 1
Total charge: 0
DFT total energy, eV: -100759.0545
Highest occupied orbital energy, eV: -9.9041
SMILES: C[C@H]1COC(=O)O1.C[C@H]1COC(=O)O1.C[C@H]1COC(=O)O1.C[C@H]1COC(=O)O1.C[C@H]1COC(=O)O1.C[C@H]1COC(=O)O1.C[C@H]1COC(=O)O1.COC(=O)OC.COC(=O)OC.COC(=O)OC
Relative energy (zero: lowest compared OMol25 entry of this formula, charge and spin), kJ/mol: 509.3
Orbital gap, eV: 9.8742

=====

[3]
DFT (ωB97M-V/def2-TZVPD) results for a 2-piece molecular cluster, C6H12O2 overall.

Each line ends with the natural charge from an NBO analysis.
Element x y z (Å)
O 0.1783 -3.7094 -1.9757  -0.70
O 1.3161 1.3119 -2.7196  -0.93
C -0.1240 -1.8321 -0.5377  -0.34
C 0.5447 -2.4099 -1.4937  0.13
C -1.3952 2.1412 2.1797  -0.61
C -0.1694 1.4915 1.4544  -0.43
C -0.3937 0.1047 0.8313  -0.15
C 0.2872 -0.4738 -0.1299  -0.20
H -2.4548 1.9432 1.8739  0.21
H 0.1981 2.1990 0.8448  0.20
H 1.6287 -2.5318 -1.8197  0.22
H -0.7093 -3.8835 -1.6946  0.46
H -0.7889 -2.2264 0.2201  0.23
H -1.0520 -0.4264 1.6076  0.19
H 0.6369 1.2801 2.1156  0.21
H 2.0977 1.2125 -3.3401  0.47
H -1.2350 1.9011 3.1400  0.20
H 1.0881 0.0777 -0.6423  0.16
H 1.5837 0.6424 -1.9273  0.46
H -1.2370 3.1881 2.0133  0.21

Forces on the atoms, in the same order (eV/Å):
O 0.43 1.21 0.25
O 2.48 -2.54 1.67
C 1.51 2.63 1.39
C 1.63 -5.48 -1.63
C 0.10 0.05 -3.38
C -2.21 -2.81 0.49
C -0.84 1.62 3.21
C -0.33 -0.65 -0.31
H 1.18 -0.40 -0.09
H 1.37 2.13 -2.86
H -1.32 2.32 0.27
H -0.90 -0.29 0.22
H -0.72 -0.62 -0.98
H 0.50 0.04 -1.95
H 0.49 0.20 1.31
H -1.38 0.23 1.02
H -0.18 -0.49 3.78
H -0.65 -0.45 0.42
H -0.95 2.55 -3.22
H -0.19 0.75 0.39

Multiplicity: 1
Total charge: 0
DFT total energy, eV: -10507.8074
Highest occupied orbital energy, eV: -8.2629
SMILES: CC/C=C/C=C/O.O
Relative energy (zero: lowest compared OMol25 entry of this formula, charge and spin), kJ/mol: 434.1
Orbital gap, eV: 9.0865

=====

[4]
DFT (ωB97M-V/def2-TZVPD) results for C21H31F5P2Sn as an isolated structure.

Each line ends with the natural charge from an NBO analysis.
Element x y z (Å)
Sn -1.6877 -1.4919 0.5694  1.40
P 0.8299 -1.3260 1.1652  0.61
P -0.1117 -0.7779 -2.1393  0.84
F -3.6753 -1.3216 5.9725  -0.29
F -2.6783 1.2449 1.2453  -0.32
F -4.1325 1.3663 5.7414  -0.30
F -3.4055 2.7394 3.4516  -0.29
F -2.2690 -2.5922 3.9822  -0.32
C 3.0937 1.7225 -0.9447  -0.20
C 3.4768 3.0151 -1.6486  -0.43
C 1.0946 -2.5983 -0.3068  -0.66
C 2.2976 1.7035 0.1385  -0.18
C 2.6888 -1.2049 1.3328  -0.97
C 0.0752 2.3656 -2.2540  -0.18
C 0.7059 -2.1532 2.8128  -0.95
C 1.1620 2.9345 -2.7843  -0.19
C -2.7052 -1.3059 3.7868  0.32
C -3.5196 -2.3278 -0.3406  -1.28
C -0.1870 2.0190 -0.8406  -0.49
C 2.1932 3.7678 -2.0852  -0.45
C -3.3264 -0.6520 4.8500  0.25
C 0.8633 2.2322 0.2676  -0.46
C -3.2836 1.4002 3.5361  0.25
C -2.4291 -0.6682 2.5684  -0.57
C 0.5555 -0.5589 -3.8498  -0.92
C -3.5649 0.7169 4.7168  0.32
C -2.8106 0.6524 2.4691  0.30
C -1.5684 -1.7613 -2.6543  -0.97
C 1.2881 -1.9396 -1.6652  -0.71
H 0.2753 -3.1596 2.7852  0.24
H 0.3956 1.7278 1.1413  0.23
H 1.3852 0.1554 -3.7925  0.23
H 0.8684 3.3050 0.5430  0.21
H 0.1575 -1.5257 3.5358  0.25
H 2.4683 4.5692 -2.7831  0.22
H -2.4150 -1.0495 -2.6355  0.24
H -3.3064 -3.0518 -1.1360  0.22
H -0.2344 -0.1669 -4.5053  0.23
H 2.7085 1.3449 1.0944  0.21
H 4.0177 3.6696 -0.9280  0.21
H 1.3220 2.7986 -3.8588  0.20
H -1.6902 -2.5644 -1.9189  0.23
H 3.4637 0.7866 -1.4133  0.20
H 3.1333 -0.6300 0.5116  0.23
H -0.6785 1.9868 -2.9402  0.20
H -0.5034 0.9461 -0.8421  0.24
H -4.0394 -2.8239 0.4807  0.22
H 0.9123 -1.5263 -4.2417  0.21
H 1.9449 -3.2264 -0.0313  0.22
H 1.8256 4.2387 -1.1635  0.21
H 2.9399 -0.7354 2.2945  0.22
H 0.2137 -3.2444 -0.3322  0.20
H 4.1509 2.7415 -2.4835  0.20
H -1.5104 -2.2863 -3.6205  0.23
H -1.1147 2.4694 -0.4825  0.22
H 1.3513 -2.7013 -2.4538  0.22
H 2.2063 -1.3295 -1.7056  0.23
H 3.0914 -2.2346 1.3413  0.20
H 1.7368 -2.2500 3.1876  0.24
H -4.0461 -1.4340 -0.7404  0.23

Forces on the atoms, in the same order (eV/Å):
Sn -2.02 -0.91 0.30
P 3.70 0.71 -0.95
P 0.94 -1.15 -1.28
F 0.31 0.64 -0.64
F 0.10 0.06 0.26
F 0.23 0.00 -0.17
F -0.30 -0.65 0.11
F -0.64 0.76 -0.20
C 0.71 0.19 -0.95
C -1.16 -0.57 -0.89
C -0.47 0.02 1.32
C -1.26 -0.09 0.97
C 0.61 -0.15 0.13
C 0.63 -0.03 -0.22
C -0.17 -0.79 0.33
C -0.33 -0.10 -0.18
C 0.70 0.02 -0.39
C -0.31 0.58 0.34
C -0.51 -0.20 0.91
C 0.73 0.31 0.10
C 0.22 -0.38 -0.29
C 0.19 1.68 0.95
C 0.24 0.10 0.00
C -0.98 -0.32 0.33
C 0.13 0.53 -0.03
C -0.46 0.03 0.31
C 0.25 -0.26 0.10
C 0.16 -0.92 -0.06
C -0.74 0.06 0.16
H -0.09 0.18 0.17
H 0.64 0.25 -0.32
H -0.13 -0.14 -0.29
H -0.13 -0.17 -0.02
H 0.04 -0.28 -0.47
H -0.05 0.06 0.27
H 0.17 -0.67 -0.03
H -0.11 0.35 0.34
H 0.32 0.00 0.11
H -0.80 -1.48 -0.74
H -0.14 -0.61 -0.54
H -0.26 0.42 0.14
H -0.30 0.38 -0.31
H 1.33 0.49 1.40
H 0.00 -0.29 0.23
H 0.17 -0.24 -0.10
H 0.69 1.19 0.13
H -0.47 0.23 -0.14
H -0.18 0.33 0.09
H -0.07 0.04 -0.08
H -0.29 -0.10 -0.48
H 0.05 0.09 -0.35
H 0.13 -0.17 -0.16
H -0.35 0.44 0.24
H 0.12 0.46 0.08
H -0.03 0.56 0.05
H 0.17 0.01 0.19
H -0.32 -0.13 0.06
H 0.11 0.50 0.10
H -0.49 -0.10 -0.13
H -0.22 -0.78 0.19

Multiplicity: 1
Total charge: 0
DFT total energy, eV: -60267.5714
Highest occupied orbital energy (spin up / spin down), eV: -6.6115 / -6.6099
Relative energy (zero: lowest compared OMol25 entry of this formula, charge and spin), kJ/mol: 479.1
Orbital gap (spin up / spin down), eV: 5.6264 / 5.6250